1.
DFT (wB97M-V/def2-TZVPD) results for C3H7NO2 in the gas phase.

Cartesian coordinates (Å):
O (1.60, -1.81, -0.02)
O (-0.99, 1.04, 1.23)
N (1.70, 0.40, -0.31)
C (0.99, -0.78, -0.23)
C (-1.25, 0.52, -0.06)
C (-0.53, -0.78, -0.33)
H (1.41, 1.23, -0.81)
H (-0.84, -1.55, 0.39)
H (-0.03, 1.18, 1.30)
H (2.68, 0.15, -0.33)
H (-0.78, -1.16, -1.33)
H (-2.33, 0.35, -0.09)
H (-1.03, 1.27, -0.84)

Its relative energy (zero: lowest compared OMol25 entry of this formula, charge and spin) is 16.21 kcal/mol. The largest force on an atom comes out at 0.560 eV/Å. The calculation puts the lowest unoccupied orbital energy at 0.67 eV. Its charge is 0.

Formally, the natural (NBO) partial charges of the atoms, in units of the elementary charge, are as follows:
1 O -0.604
2 O -0.712
3 N -0.858
4 C 0.674
5 C -0.063
6 C -0.537
7 H 0.396
8 H 0.247
9 H 0.470
10 H 0.408
11 H 0.239
12 H 0.193
13 H 0.147



2.
DFT (wB97M-V/def2-TZVPD) results for C3H7NO2 in the gas phase at a distorted geometry.

Cartesian coordinates (Å):
O (-2.04, -0.43, 0.48)
O (-0.86, 1.25, -0.45)
N (1.49, -0.40, -0.49)
C (0.19, -0.95, -0.26)
C (-0.92, 0.09, -0.09)
C (1.97, 0.38, 0.64)
H (-2.66, 0.32, 0.57)
H (1.27, 1.18, 0.95)
H (2.17, -0.30, 1.48)
H (2.91, 0.94, 0.39)
H (0.19, -1.59, 0.63)
H (-0.07, -1.57, -1.15)
H (1.51, 0.15, -1.39)

Its relative energy (zero: lowest compared OMol25 entry of this formula, charge and spin) is 19.71 kcal/mol. The largest force on an atom comes out at 1.552 eV/Å. The calculation puts the lowest unoccupied orbital energy at 0.77 eV. Its charge is 0.

Formally, the natural (NBO) partial charges of the atoms, in units of the elementary charge, are as follows:
1 O -0.685
2 O -0.606
3 N -0.617
4 C -0.334
5 C 0.769
6 C -0.426
7 H 0.496
8 H 0.180
9 H 0.191
10 H 0.208
11 H 0.219
12 H 0.234
13 H 0.371



3.
DFT (wB97M-V/def2-TZVPD) results for C3H7NO2 in the gas phase at a distorted geometry.

Cartesian coordinates (Å):
O (0.85, -0.36, -0.36)
O (0.07, 0.95, 1.38)
N (-2.14, -0.69, -0.91)
C (-1.47, -0.28, 0.26)
C (2.14, 0.21, -0.16)
C (-0.17, 0.05, 0.40)
H (-1.91, -1.64, -1.16)
H (-2.00, -0.42, 1.21)
H (2.08, 1.30, -0.09)
H (-0.88, 1.22, 1.40)
H (-1.91, -0.08, -1.69)
H (2.61, -0.19, 0.74)
H (2.72, -0.08, -1.04)

Its relative energy (zero: lowest compared OMol25 entry of this formula, charge and spin) is 69.17 kcal/mol. The largest force on an atom comes out at 1.524 eV/Å. The calculation puts the lowest unoccupied orbital energy at 0.84 eV. Its charge is 0.

Formally, the natural (NBO) partial charges of the atoms, in units of the elementary charge, are as follows:
1 O -0.487
2 O -0.688
3 N -0.831
4 C -0.320
5 C -0.256
6 C 0.598
7 H 0.355
8 H 0.184
9 H 0.194
10 H 0.507
11 H 0.360
12 H 0.187
13 H 0.198



4.
DFT (wB97M-V/def2-TZVPD) results for C3H7NO2 in the gas phase at a distorted geometry.

Cartesian coordinates (Å):
O (0.70, 0.37, 1.75)
O (1.32, -1.29, -1.33)
N (-0.64, 0.11, -0.07)
C (-1.90, 0.66, 0.45)
C (1.82, -0.30, -0.44)
C (0.57, 0.09, 0.58)
H (-2.20, 1.57, -0.10)
H (-1.77, 0.91, 1.50)
H (0.83, -1.55, -0.54)
H (2.07, 0.61, -0.97)
H (-0.63, -0.21, -1.03)
H (2.68, -0.73, 0.10)
H (-2.72, -0.07, 0.35)

Its relative energy (zero: lowest compared OMol25 entry of this formula, charge and spin) is 43.58 kcal/mol. The largest force on an atom comes out at 3.072 eV/Å. The calculation puts the lowest unoccupied orbital energy at 0.78 eV. Its charge is 0.

Formally, the natural (NBO) partial charges of the atoms, in units of the elementary charge, are as follows:
1 O -0.603
2 O -0.698
3 N -0.636
4 C -0.420
5 C -0.164
6 C 0.623
7 H 0.199
8 H 0.235
9 H 0.469
10 H 0.194
11 H 0.405
12 H 0.193
13 H 0.202



5.
DFT (wB97M-V/def2-TZVPD) results for C3H7NO2 in the gas phase at a distorted geometry.

Cartesian coordinates (Å):
O (-1.50, 1.19, -0.27)
O (-1.85, -1.01, 0.36)
N (0.58, -1.40, -0.43)
C (0.26, -0.33, 0.48)
C (1.24, 0.82, 0.18)
C (-1.13, -0.06, 0.19)
H (-2.37, 1.26, -0.73)
H (0.34, -1.08, -1.39)
H (1.05, 1.16, -0.93)
H (0.17, -0.59, 1.65)
H (2.29, 0.62, 0.29)
H (0.97, 1.67, 0.96)
H (-0.05, -2.25, -0.36)

Its relative energy (zero: lowest compared OMol25 entry of this formula, charge and spin) is 40.62 kcal/mol. The largest force on an atom comes out at 3.345 eV/Å. The calculation puts the lowest unoccupied orbital energy at 0.59 eV. Its charge is 0.

Formally, the natural (NBO) partial charges of the atoms, in units of the elementary charge, are as follows:
1 O -0.706
2 O -0.600
3 N -0.809
4 C -0.168
5 C -0.605
6 C 0.774
7 H 0.506
8 H 0.348
9 H 0.211
10 H 0.229
11 H 0.226
12 H 0.212
13 H 0.383



6.
DFT (wB97M-V/def2-TZVPD) results for C3H7NO2 in the gas phase.

Cartesian coordinates (Å):
O (0.72, 0.12, 1.04)
O (-2.36, -0.23, -0.86)
N (0.35, 0.01, -1.16)
C (-0.12, -0.06, 0.00)
C (-1.59, -0.37, 0.31)
C (2.10, 0.27, 0.55)
H (-0.36, -0.17, -1.86)
H (2.62, 0.77, 1.35)
H (-1.99, 0.24, 1.13)
H (-1.70, -1.42, 0.61)
H (-2.37, 0.71, -1.09)
H (2.51, -0.72, 0.36)
H (2.20, 0.85, -0.38)

Its relative energy (zero: lowest compared OMol25 entry of this formula, charge and spin) is 41.88 kcal/mol. The largest force on an atom comes out at 0.718 eV/Å. The calculation puts the lowest unoccupied orbital energy at 0.81 eV. Its charge is 0.

Formally, the natural (NBO) partial charges of the atoms, in units of the elementary charge, are as follows:
1 O -0.501
2 O -0.703
3 N -0.740
4 C 0.532
5 C -0.143
6 C -0.271
7 H 0.362
8 H 0.187
9 H 0.188
10 H 0.207
11 H 0.470
12 H 0.189
13 H 0.222